[1]
C13H14BrF6IN2O6S4Ti | ωB97M-V/def2-TZVPD

Each line ends with the Mulliken charge.
Cartesian coordinates (Å):
Ti 0.833 0.587 -0.285  0.34
F 0.289 4.972 2.482  -0.22
C 1.055 3.975 2.058  0.69
F 2.309 4.190 2.433  -0.21
F 0.626 2.830 2.577  -0.21
S 0.991 3.897 0.217  1.25
O 1.534 2.559 -0.090  -0.43
O 1.710 5.024 -0.248  -0.58
N -0.547 3.966 -0.130  -0.65
S -1.219 2.610 -0.558  1.25
O -1.044 1.552 0.438  -0.49
O -0.910 2.172 -1.892  -0.62
C -3.001 3.075 -0.511  0.46
F -3.701 2.000 -0.843  -0.17
F -3.228 4.044 -1.384  -0.20
F -3.345 3.473 0.703  -0.21
C 4.523 1.518 0.307  -0.75
O 3.514 0.873 1.074  -0.32
C 2.665 0.011 0.422  0.49
S 1.536 -0.794 1.478  -0.40
S 2.801 -0.357 -1.259  -0.40
H 5.092 2.112 1.018  0.25
H 4.094 2.167 -0.457  0.33
H 5.174 0.786 -0.173  0.33
Br -3.975 -1.534 -0.865  -0.13
C -4.381 -2.817 0.465  0.55
C -5.479 -3.646 0.270  -0.50
C -5.804 -4.598 1.219  -0.48
C -5.031 -4.724 2.367  -0.58
C -3.940 -3.897 2.562  -0.56
C -3.608 -2.934 1.612  -0.11
I -1.950 -1.716 1.964  0.22
H -6.072 -3.535 -0.628  0.39
H -6.661 -5.239 1.062  0.36
H -5.279 -5.466 3.114  0.37
H -3.339 -3.990 3.455  0.39
C -1.209 -2.228 -3.444  -0.94
N -0.491 -2.771 -2.301  0.31
C -0.202 -4.193 -2.304  -0.90
C -0.090 -1.998 -1.314  0.17
O -0.341 -0.775 -1.260  -0.27
H -0.597 -2.326 -4.342  0.32
H -1.422 -1.179 -3.263  0.24
H -2.143 -2.774 -3.577  0.33
H -1.132 -4.763 -2.281  0.32
H 0.396 -4.448 -1.433  0.29
H 0.353 -4.454 -3.205  0.32
H 0.475 -2.494 -0.523  0.35

Max |F| = 0.55 eV/Å
E_HOMO (alpha / beta) = -7.496 / -7.500 eV
HOMO-LUMO gap (alpha / beta) = 7.66 / 7.66 eV
Energy relative to the best compared isomer or geometry (same formula, charge and spin) = 39.4 kcal/mol
LUMO energy (alpha / beta) = 0.006 / 0.006 Eh



[2]
C13H14Cl3F3N2O4S | ωB97M-V/def2-TZVPD

Each line ends with the Mulliken charge.
Cartesian coordinates (Å):
O 2.765 -2.341 0.535  -0.68
C 1.793 -2.821 1.075  0.00
N 1.111 -2.260 2.079  0.01
C 1.500 -0.992 2.671  -0.93
C 0.567 0.172 2.318  -0.60
C 0.862 0.787 0.941  -0.44
N 0.949 -0.197 -0.137  -0.22
S -0.306 -1.206 -0.451  1.29
O -1.184 -1.409 0.649  -0.72
O 0.250 -2.341 -1.104  -0.77
O -1.139 -0.343 -1.514  -0.05
C -0.465 -0.101 -2.723  -1.00
C -1.476 0.425 -3.730  0.63
Cl -2.756 -0.765 -3.980  -0.14
Cl -0.651 0.741 -5.261  -0.15
Cl -2.186 1.928 -3.128  -0.10
C -0.137 1.843 0.522  0.35
C 0.333 3.019 -0.053  -0.45
C -0.545 3.992 -0.497  -0.54
C -1.910 3.800 -0.372  -0.60
C -2.386 2.630 0.193  -0.82
C -1.509 1.655 0.636  0.05
C 1.303 -4.249 0.737  0.94
F 1.697 -4.673 -0.450  -0.24
F 1.808 -5.111 1.651  -0.30
F -0.027 -4.376 0.824  -0.25
H 0.217 -2.642 2.354  0.28
H 1.502 -1.132 3.755  0.43
H 2.521 -0.787 2.340  0.37
H -0.460 -0.183 2.358  0.21
H 0.691 0.960 3.063  0.54
H 1.856 1.251 0.980  0.75
H 1.817 -0.717 -0.155  0.48
H 0.324 0.645 -2.561  0.35
H -0.015 -1.036 -3.078  0.45
H 1.397 3.174 -0.155  0.38
H -0.163 4.898 -0.942  0.39
H -2.598 4.555 -0.720  0.44
H -3.450 2.470 0.285  0.38
H -1.901 0.739 1.045  0.26

Max |F| = 1.27 eV/Å
E_HOMO = -9.615 eV
HOMO-LUMO gap = 10.15 eV
Energy relative to the best compared isomer or geometry (same formula, charge and spin) = 0.0 kcal/mol
LUMO energy = 0.020 Eh



[3]
C13H14F3NO9 | ωB97M-V/def2-TZVPD

Each line ends with the Mulliken charge.
Cartesian coordinates (Å):
O -9.215 13.594 -18.043  -0.51
C -8.453 14.503 -18.104  0.59
O -7.549 14.866 -17.191  -0.38
C -6.614 15.798 -17.741  -0.25
C -7.277 16.199 -19.053  0.60
F -6.461 16.098 -20.144  -0.31
O -8.400 15.373 -19.161  -0.36
H -6.441 16.617 -17.049  0.29
H -5.660 15.284 -17.881  0.23
H -7.595 17.245 -18.977  0.11
O -3.681 21.838 -20.001  -0.51
C -3.876 20.696 -20.238  0.61
O -3.027 19.926 -20.936  -0.31
C -3.517 18.603 -20.979  -0.38
C -4.851 18.629 -20.216  0.42
F -4.836 17.871 -19.078  -0.30
O -4.960 19.995 -19.829  -0.35
H -3.619 18.167 -21.969  0.30
H -2.890 17.952 -20.360  0.25
H -5.754 18.434 -20.797  0.27
O -9.248 18.943 -17.581  -0.54
C -9.959 19.028 -16.651  0.69
O -9.578 18.971 -15.359  -0.30
C -10.593 19.558 -14.573  -0.44
C -11.813 19.383 -15.418  0.53
F -12.619 20.490 -15.418  -0.32
O -11.309 19.153 -16.710  -0.32
H -10.721 19.128 -13.583  0.30
H -10.392 20.629 -14.454  0.31
H -12.452 18.531 -15.173  0.08
C -10.321 15.914 -13.506  -0.94
C -10.064 15.612 -14.854  0.29
C -11.329 15.597 -15.456  -0.79
N -12.270 15.873 -14.509  0.03
C -11.654 16.121 -13.301  -0.55
H -9.633 15.975 -12.672  0.40
H -9.092 15.451 -15.281  0.50
H -11.522 15.507 -16.512  0.43
H -13.264 15.891 -14.639  0.19
H -12.229 16.206 -12.395  0.42

Max |F| = 1.82 eV/Å
E_HOMO = -8.638 eV
HOMO-LUMO gap = 9.21 eV
Energy relative to the best compared isomer or geometry (same formula, charge and spin) = 8.3 kcal/mol
LUMO energy = 0.021 Eh



[4]
C13H14FInN | ωB97M-V/def2-TZVPD

Each line ends with the Mulliken charge.
Cartesian coordinates (Å):
C 2.550 -1.087 -0.520  -0.62
C 2.365 -0.478 -1.773  -0.38
C 1.350 -1.165 -2.477  -0.58
C 1.003 -2.347 -1.719  -0.77
C 1.670 -2.203 -0.417  -0.27
In -0.477 -1.062 -0.494  -0.53
N 0.386 1.914 1.903  -0.40
C 0.458 3.294 1.778  -0.20
C 0.121 2.412 0.539  -0.37
H 1.026 -0.970 -3.501  0.39
H 2.997 0.308 -2.190  0.41
H 0.574 -3.273 -2.105  0.57
H 1.686 -2.991 0.337  0.46
H 3.314 -0.823 0.207  0.35
H 0.905 2.255 -0.202  0.11
H 1.436 3.774 1.744  0.19
H -0.502 1.603 2.314  0.23
H -0.917 2.403 0.195  0.14
H -0.342 3.841 2.281  0.26
F -6.715 -1.555 -0.008  -0.33
C -5.360 -1.328 0.030  0.47
C -4.822 -0.443 -0.894  -0.58
C -3.426 -0.276 -0.916  -0.11
C -2.631 -1.044 -0.064  -0.03
C -3.197 -1.831 0.943  -0.17
C -4.594 -2.005 0.967  -0.52
H -5.451 0.093 -1.592  0.36
H -2.973 0.448 -1.596  0.25
H -2.582 -2.311 1.704  0.30
H -5.069 -2.663 1.685  0.36

Max |F| = 3.40 eV/Å
E_HOMO = -1.222 eV
Net charge = -1
HOMO-LUMO gap = 4.04 eV
LUMO energy = 0.103 Eh



[5]
C13H14N2O4Pb | ωB97M-V/def2-TZVPD

Each line ends with the Mulliken charge.
Cartesian coordinates (Å):
O -2.176 -1.754 1.012  -0.07
C -1.337 -1.078 0.622  -0.01
Pb 0.000 0.000 0.000  1.96
C -0.369 1.737 0.427  -0.07
C 0.122 -0.168 -1.814  -0.13
O -0.600 2.827 0.695  -0.07
O 0.199 -0.273 -2.953  -0.10
C 5.497 -0.558 6.146  -1.10
C 6.068 -1.556 5.137  -0.52
N 5.617 -1.293 3.765  0.25
C 6.630 -0.792 2.825  -0.78
C 7.723 -1.825 2.514  -1.05
C 4.275 -1.440 3.434  0.28
O 3.462 -1.682 4.315  -0.60
C 3.724 -1.353 2.043  -0.39
C 4.450 -1.854 0.951  0.18
C 3.940 -1.792 -0.328  -1.06
C 2.691 -1.237 -0.529  0.15
N 1.942 -0.770 0.517  -0.41
C 2.426 -0.834 1.794  0.25
H 5.787 0.474 5.856  0.29
H 5.920 -0.778 7.149  0.37
H 4.396 -0.618 6.226  0.30
H 7.171 -1.453 5.214  0.30
H 5.815 -2.600 5.423  0.34
H 6.194 -0.425 1.881  0.55
H 7.107 0.111 3.263  0.31
H 7.301 -2.747 2.068  0.30
H 8.441 -1.384 1.789  0.35
H 8.291 -2.111 3.420  0.38
H 5.408 -2.324 1.070  0.47
H 4.505 -2.182 -1.165  0.47
H 2.329 -1.214 -1.541  0.29
H 1.819 -0.467 2.612  0.60

Max |F| = 12.32 eV/Å
E_HOMO (alpha / beta) = -14.271 / -14.271 eV
Net charge = +2
HOMO-LUMO gap (alpha / beta) = 4.71 / 4.72 eV
Energy relative to the best compared isomer or geometry (same formula, charge and spin) = 272.9 kcal/mol
LUMO energy (alpha / beta) = -0.351 / -0.351 Eh



[6]
C13H14N4O3S | ωB97M-V/def2-TZVPD

Each line ends with the Mulliken charge.
Cartesian coordinates (Å):
C -2.442 -4.130 -0.688  -1.67
C -2.018 -2.724 -0.276  0.73
C -1.613 -2.694 1.194  -1.29
C -3.162 -1.731 -0.545  -0.67
C -2.775 -0.342 -0.224  0.47
N -3.424 0.458 0.534  -0.39
N -2.857 1.640 0.720  -0.58
C -1.730 1.776 0.113  0.30
N -0.993 2.929 0.157  -0.04
C 0.367 3.087 0.027  0.04
O 0.859 4.184 -0.063  -0.60
C 1.165 1.824 0.053  -0.25
C 1.059 0.959 1.141  0.17
C 1.802 -0.203 1.173  -0.30
C 2.654 -0.490 0.113  -0.02
N 3.404 -1.726 0.126  0.99
O 3.192 -2.498 1.035  -0.61
O 4.191 -1.914 -0.774  -0.61
C 2.798 0.383 -0.958  -0.51
C 2.055 1.548 -0.981  -0.41
S -1.276 0.365 -0.844  -0.02
H -1.630 -4.832 -0.517  0.41
H -3.303 -4.451 -0.107  0.36
H -2.706 -4.162 -1.743  0.40
H -1.156 -2.423 -0.885  0.20
H -0.782 -3.372 1.371  0.43
H -2.447 -2.997 1.823  0.36
H -1.307 -1.694 1.495  0.23
H -3.445 -1.789 -1.600  0.36
H -4.034 -1.984 0.060  0.32
H -1.523 3.777 0.332  0.30
H 0.392 1.196 1.957  0.46
H 1.730 -0.897 1.997  0.52
H 3.482 0.135 -1.754  0.50
H 2.147 2.243 -1.801  0.45

Max |F| = 1.83 eV/Å
E_HOMO = -9.530 eV
HOMO-LUMO gap = 8.44 eV
Energy relative to the best compared isomer or geometry (same formula, charge and spin) = 97.3 kcal/mol
LUMO energy = -0.040 Eh



> Number 6 is which compound?

C13H14N4O3S



> The lowest max |F| belongs to which entry?

C13H14BrF6IN2O6S4Ti



Please write out number 5 again, unchanged.
C13H14N2O4Pb | ωB97M-V/def2-TZVPD

Each line ends with the Mulliken charge.
Cartesian coordinates (Å):
O -2.176 -1.754 1.012  -0.07
C -1.337 -1.078 0.622  -0.01
Pb 0.000 0.000 0.000  1.96
C -0.369 1.737 0.427  -0.07
C 0.122 -0.168 -1.814  -0.13
O -0.600 2.827 0.695  -0.07
O 0.199 -0.273 -2.953  -0.10
C 5.497 -0.558 6.146  -1.10
C 6.068 -1.556 5.137  -0.52
N 5.617 -1.293 3.765  0.25
C 6.630 -0.792 2.825  -0.78
C 7.723 -1.825 2.514  -1.05
C 4.275 -1.440 3.434  0.28
O 3.462 -1.682 4.315  -0.60
C 3.724 -1.353 2.043  -0.39
C 4.450 -1.854 0.951  0.18
C 3.940 -1.792 -0.328  -1.06
C 2.691 -1.237 -0.529  0.15
N 1.942 -0.770 0.517  -0.41
C 2.426 -0.834 1.794  0.25
H 5.787 0.474 5.856  0.29
H 5.920 -0.778 7.149  0.37
H 4.396 -0.618 6.226  0.30
H 7.171 -1.453 5.214  0.30
H 5.815 -2.600 5.423  0.34
H 6.194 -0.425 1.881  0.55
H 7.107 0.111 3.263  0.31
H 7.301 -2.747 2.068  0.30
H 8.441 -1.384 1.789  0.35
H 8.291 -2.111 3.420  0.38
H 5.408 -2.324 1.070  0.47
H 4.505 -2.182 -1.165  0.47
H 2.329 -1.214 -1.541  0.29
H 1.819 -0.467 2.612  0.60

Max |F| = 12.32 eV/Å
E_HOMO (alpha / beta) = -14.271 / -14.271 eV
Net charge = +2
HOMO-LUMO gap (alpha / beta) = 4.71 / 4.72 eV
Energy relative to the best compared isomer or geometry (same formula, charge and spin) = 272.9 kcal/mol
LUMO energy (alpha / beta) = -0.351 / -0.351 Eh



> Look up the max |F| of the sixth one.

1.83 eV/Å